Molecular formula: C30H60N2O15S
Method: DFT, the ωB97M-V functional and the def2-TZVPD basis

## Properties
**Highest occupied orbital energy**: -8.8 eV
**Structure (SMILES)**: CCCOC[C@@]1(N=C(C)C)OS(=O)(=O)[C@@H](CON=O)[C@@H](CC(=O)c2ccccc2)[C@]1(CCO)OCC.CO.CO.CO.CO.CO.CO
**Orbital gap**: 0.3187 hartree
**E_LUMO**: -0.115 eV
**Strongest force on any atom**: 2.150 eV/A

Atoms and positions in Å:
S: 1.528 2.299 -2.184
O: 1.349 3.679 -2.531
O: 1.976 1.463 -3.252
O: 0.138 -2.205 -2.076
O: -7.967 -2.525 -1.932
O: -2.437 6.001 3.745
O: 2.456 2.305 -0.939
O: 1.325 -5.121 -2.843
O: 4.657 -0.574 -0.381
O: -1.982 -1.160 -3.989
O: -6.211 -4.893 2.798
O: -1.119 4.424 1.591
O: -2.327 1.720 0.809
O: 1.907 6.629 -1.383
O: 1.682 -0.142 1.557
O: -0.452 0.271 -3.434
N: 3.459 1.467 0.972
N: -1.542 -0.144 -4.316
C: -4.676 -2.048 1.676
C: 5.101 3.233 0.371
C: -3.437 -0.349 0.502
C: -8.112 -3.941 -1.970
C: -2.245 0.556 0.481
C: 5.681 -1.164 -1.173
C: 1.400 -1.574 -1.890
C: 5.530 1.503 2.166
C: -3.607 -1.166 1.614
C: -5.562 -2.116 0.614
C: 1.656 -1.273 -0.412
C: 0.618 -0.738 3.613
C: -5.399 -1.290 -0.486
C: 5.468 -2.663 -1.307
C: 2.707 7.137 -2.439
C: 0.855 0.362 2.582
C: -6.141 -5.683 3.981
C: -3.659 5.302 3.894
C: 1.725 -6.244 -2.063
C: 2.845 1.031 -0.202
C: 0.004 1.698 -1.457
C: -0.956 -0.105 0.067
C: -0.304 4.977 0.562
C: -0.980 1.218 -2.516
C: 5.157 -3.334 0.041
C: 3.879 0.356 -1.098
C: 4.601 2.016 1.100
C: 0.206 0.863 -0.147
C: 1.545 0.157 0.167
C: -4.334 -0.404 -0.554
H: 0.915 -1.849 0.138
H: -6.391 -2.810 0.623
H: 1.505 5.811 -1.698
H: 6.374 -3.099 -1.730
H: 4.363 3.653 -0.303
H: 2.174 -2.276 -2.224
H: -0.221 -0.433 4.240
H: 0.827 -6.802 -1.815
H: 3.436 -0.103 -1.984
H: 1.489 -0.889 4.244
H: -8.242 -4.300 -2.994
H: 1.375 1.181 3.095
H: 4.527 1.155 -1.481
H: 5.366 2.039 3.103
H: -6.485 -6.704 3.798
H: 5.963 2.936 -0.237
H: -4.786 -2.687 2.541
H: -7.201 -4.371 -1.560
H: -1.859 5.451 3.200
H: -3.513 4.339 4.396
H: -0.735 -0.816 0.866
H: 2.401 -6.892 -2.626
H: -0.449 2.641 -1.150
H: 4.084 -3.355 0.213
H: 0.339 -1.658 3.100
H: -0.902 5.202 -0.326
H: 4.662 -2.846 -2.022
H: 6.638 -0.968 -0.683
H: -8.769 -2.137 -2.292
H: -4.192 0.227 -1.422
H: 6.568 1.597 1.854
H: 2.118 -4.626 -3.071
H: 0.503 4.288 0.291
H: 0.137 5.900 0.927
H: -5.098 -5.714 4.287
H: -4.318 5.915 4.507
H: 5.693 -0.715 -2.169
H: 2.606 -1.683 -0.080
H: -6.098 -1.353 -1.308
H: 0.102 1.607 0.644
H: 5.478 3.959 1.089
H: 5.300 0.455 2.344
H: 3.166 8.059 -2.088
H: 2.214 -5.931 -1.137
H: -2.896 -1.124 2.430
H: 5.549 -4.348 0.059
H: -1.896 0.828 -2.067
H: -1.495 3.607 1.246
H: 3.496 6.431 -2.714
H: -7.130 -4.860 2.521
H: -4.140 5.128 2.927
H: -6.733 -5.244 4.788
H: 0.301 -3.095 -2.396
H: -1.167 -0.709 -0.818
H: -0.114 0.772 2.300
H: -8.963 -4.269 -1.366
H: 1.509 -0.703 -2.536
H: 2.106 7.358 -3.326
H: -1.281 2.107 -3.085
H: 5.612 -2.756 0.843

Mulliken atomic charge list, values in e, 4 entries:
1 S 1.16
2 O -0.74
3 O -0.67
4 O -0.46


Molecular formula: C30H60O14S6
Method: DFT, the ωB97M-V functional and the def2-TZVPD basis

## Properties
**Highest occupied orbital energy**: -9.5 eV
**Structure (SMILES)**: O=S1(=O)CCCC1.O=S1(=O)CCCC1.O=S1(=O)CCCC1.O=S1(=O)CCCC1.O=S1(=O)CCCC1.O=S1(=O)CCCC1.CC(C)=O.CC(C)=O
**Orbital gap**: 0.3572 hartree
**E_LUMO**: 0.261 eV
**Strongest force on any atom**: 3.619 eV/A

Atoms and positions in Å:
S: 31.224 11.446 19.126
S: 21.703 11.138 15.893
S: 22.912 26.562 24.412
S: 33.400 18.185 24.909
S: 17.240 13.445 22.832
S: 24.363 24.827 16.130
O: 23.124 25.548 16.298
O: 31.957 18.099 24.705
O: 22.197 26.918 23.210
O: 24.475 16.530 21.251
O: 31.395 12.852 19.442
O: 22.299 9.846 15.538
O: 33.913 18.874 26.099
O: 20.428 11.177 16.642
O: 17.756 12.064 22.579
O: 18.165 14.567 22.961
O: 18.878 22.119 25.817
O: 23.394 25.160 24.605
O: 30.439 10.974 17.978
O: 25.124 24.933 14.853
C: 22.069 27.069 25.962
C: 16.027 13.697 24.200
C: 14.623 13.702 23.512
C: 32.958 10.574 19.447
C: 20.147 20.056 25.873
C: 35.487 18.332 23.294
C: 22.429 13.496 14.891
C: 25.657 23.785 18.263
C: 14.804 14.652 22.327
C: 35.284 16.787 23.468
C: 24.201 23.101 16.485
C: 34.251 16.605 24.606
C: 23.554 13.039 15.839
C: 19.369 21.206 25.163
C: 24.396 27.714 24.644
C: 22.812 28.309 26.559
C: 32.675 9.460 20.402
C: 21.661 12.226 14.400
C: 31.707 10.115 21.398
C: 24.632 16.430 22.456
C: 30.472 10.665 20.673
C: 15.942 13.905 21.610
C: 24.299 28.241 26.043
C: 34.129 19.020 23.347
C: 24.507 22.868 17.946
C: 25.395 25.115 17.705
C: 24.728 17.764 23.304
C: 24.730 15.141 23.102
C: 19.023 20.882 23.730
C: 22.848 12.168 16.885
H: 29.846 9.872 20.263
H: 20.224 19.240 25.155
H: 36.244 16.292 23.614
H: 13.875 14.849 21.792
H: 19.808 21.333 23.123
H: 20.603 12.329 14.160
H: 16.361 14.468 20.776
H: 33.948 20.077 23.545
H: 15.495 12.962 21.295
H: 26.272 25.686 17.399
H: 20.981 27.077 25.896
H: 22.951 14.037 14.101
H: 24.077 13.887 16.281
H: 16.318 14.713 24.464
H: 19.518 19.745 26.707
H: 33.636 11.276 19.930
H: 24.689 17.447 24.346
H: 33.440 16.106 24.076
H: 26.669 23.410 18.112
H: 22.254 12.883 17.455
H: 21.091 20.537 26.131
H: 29.930 11.407 21.261
H: 21.740 14.211 15.342
H: 22.598 28.580 27.593
H: 33.613 9.126 20.847
H: 23.368 11.471 17.542
H: 24.590 21.842 18.305
H: 22.266 26.214 26.609
H: 25.719 23.988 19.332
H: 23.351 22.659 15.964
H: 25.795 14.912 23.140
H: 22.464 29.264 26.164
H: 24.199 15.085 24.053
H: 34.347 16.134 25.585
H: 16.303 13.162 25.109
H: 33.584 10.332 18.588
H: 31.540 9.202 21.969
H: 23.945 18.456 22.995
H: 32.229 8.584 19.932
H: 24.804 25.789 18.327
H: 25.230 27.170 24.200
H: 22.291 11.742 13.653
H: 18.757 19.861 23.453
H: 23.572 23.083 18.464
H: 24.212 28.557 23.978
H: 36.141 18.783 24.041
H: 34.950 16.243 22.585
H: 25.131 22.726 16.057
H: 15.063 15.643 22.698
H: 25.746 18.128 23.171
H: 32.264 10.879 21.942
H: 13.851 14.001 24.220
H: 18.180 21.491 23.405
H: 24.803 27.544 26.713
H: 33.495 18.610 22.561
H: 35.975 18.680 22.384
H: 14.347 12.685 23.233
H: 24.763 29.189 26.316
H: 24.266 14.364 22.496
H: 24.230 12.308 15.395

Mulliken atomic charge list, values in e, 4 entries:
1 S 1.00
2 S 1.07
3 S 1.04
4 S 1.01


Molecular formula: C30H61BO36P3S4
Method: DFT, the ωB97M-V functional and the def2-TZVPD basis

## Properties
**Highest occupied orbital energy**: -7.0 eV
**Orbital gap**: 0.3107 hartree
**Charge**: -1
**E_LUMO**: 1.456 eV
**Strongest force on any atom**: 6.252 eV/A

Atoms and positions in Å:
S: 3.199 -7.963 2.400
S: 12.610 0.373 -1.198
S: 5.453 3.647 3.720
S: 5.330 0.348 -6.831
P: -3.166 5.561 3.284
P: -4.282 1.552 -3.831
P: -6.888 -1.903 1.807
O: 3.188 -8.714 3.648
O: 11.315 1.316 -1.705
O: 0.460 -1.286 0.022
O: -6.796 -2.467 3.338
O: -4.271 -0.056 -3.750
O: 2.744 -2.054 0.150
O: 13.891 0.862 -1.735
O: -4.795 2.054 -5.289
O: 3.852 -8.877 1.168
O: 6.280 3.192 2.635
O: 1.267 -3.492 -0.743
O: 4.616 -2.787 -0.797
O: -5.639 -2.781 1.084
O: 6.264 -0.627 -7.826
O: 1.928 -7.374 1.933
O: 1.134 -2.883 1.563
O: 12.514 0.223 0.278
O: -2.719 2.059 -3.716
O: -3.502 6.799 4.214
O: 11.982 -0.996 -1.908
O: -4.243 4.994 2.378
O: 4.469 -6.902 2.306
O: 2.714 -4.875 -1.871
O: 4.687 -1.056 -6.122
O: -1.899 6.263 2.599
O: -5.092 2.171 -2.827
O: 5.865 3.174 5.229
O: -7.017 -0.417 1.583
O: 6.255 0.983 -5.893
O: 5.025 5.077 3.900
O: 4.213 2.644 3.860
O: 4.254 1.145 -7.524
O: -2.570 4.516 4.422
O: -8.130 -2.635 1.090
O: -1.121 -0.174 1.187
O: 0.141 -1.894 3.292
C: -3.423 -1.674 -5.433
C: -0.940 5.521 1.875
C: 3.410 -2.838 -0.595
C: -1.520 4.127 6.622
C: 5.567 -2.184 -6.177
C: 10.121 0.526 -1.882
C: 5.283 1.948 5.749
C: -5.028 1.531 -7.496
C: -9.199 -3.005 1.944
C: 6.191 -2.084 -7.560
C: -2.320 8.962 4.332
C: 5.700 -7.593 1.919
C: -5.616 1.382 -6.187
C: 10.766 -0.677 -2.619
C: 0.190 -2.158 2.123
C: -9.956 -4.029 0.995
C: 5.278 -8.674 0.860
C: -0.074 6.595 1.226
C: -1.631 5.057 5.364
C: -3.557 8.205 3.880
C: -0.338 -1.154 0.993
C: -4.534 -5.009 1.404
C: -0.534 2.557 -4.629
C: -5.816 -4.215 0.960
C: 2.462 -3.818 -1.222
C: -3.160 -0.891 -4.112
C: -2.057 2.710 -4.865
C: -5.630 -2.658 4.140
C: 4.570 1.371 4.478
C: -5.179 -1.374 4.826
B: 1.399 -2.406 0.215
H: -2.917 -1.613 -3.332
H: -0.719 5.298 4.820
H: -0.395 2.707 -3.558
H: 0.757 6.190 0.649
H: -0.016 3.331 -5.196
H: -3.787 8.362 2.827
H: -4.257 -2.346 -5.227
H: -4.105 -4.695 2.356
H: 6.277 -2.179 -5.350
H: 6.329 -6.834 1.456
H: -4.493 -1.691 5.611
H: 10.108 -1.546 -2.603
H: -2.429 9.344 5.347
H: 4.971 -3.093 -6.105
H: -2.591 -2.338 -5.667
H: -0.177 1.650 -5.116
H: -6.621 -4.719 1.495
H: -3.610 -4.888 0.839
H: 0.321 7.212 2.033
H: 9.505 0.262 -1.022
H: -0.834 4.442 7.408
H: -4.450 8.766 4.156
H: -4.674 -6.079 1.559
H: -2.220 9.926 3.833
H: -1.269 3.109 6.324
H: 6.193 -7.961 2.819
H: -1.380 4.928 1.074
H: 4.410 2.127 6.376
H: 7.209 -2.460 -7.455
H: 5.555 -2.672 -8.221
H: 9.472 1.082 -2.558
H: -9.349 -4.931 0.920
H: -6.000 -0.751 5.181
H: -1.438 8.373 4.081
H: -5.784 -3.443 4.880
H: -1.873 6.002 5.850
H: -9.688 -2.047 2.120
H: -5.055 2.518 -7.958
H: -2.201 2.485 -5.922
H: -2.244 -0.316 -4.245
H: 10.806 -0.507 -3.695
H: 5.452 -8.264 -0.135
H: -10.126 -3.630 -0.005
H: -0.782 7.209 0.669
H: 5.060 0.681 3.791
H: -2.452 4.221 7.179
H: -0.247 4.922 2.467
H: -6.674 1.637 -6.260
H: -3.813 -1.069 -6.252
H: 3.582 0.950 4.662
H: -2.492 3.695 -4.697
H: -4.651 -0.747 4.108
H: -10.919 -4.366 1.380
H: -6.104 -4.441 -0.067
H: -3.986 1.235 -7.372
H: -5.372 0.965 -8.361
H: -4.817 -3.006 3.503
H: -8.898 -3.593 2.812
H: 5.914 1.137 6.112
H: -5.701 0.312 -6.001
H: 5.745 -9.643 1.035

Mulliken atomic charge list, values in e, 4 entries:
1 S 1.11
2 S 1.08
3 S 1.10
4 S 1.09


Molecular formula: C30H62ClN5O7P
Method: DFT, the ωB97M-V functional and the def2-TZVPD basis

## Properties
**Highest occupied orbital energy**: -11.2 eV
**Orbital gap**: 0.2822 hartree
**Charge**: +1
**E_LUMO**: -3.498 eV
**Strongest force on any atom**: 9.578 eV/A

Atoms and positions in Å:
Cl: -6.796 2.718 -0.414
P: 7.220 -3.654 -0.728
O: 7.217 -4.778 -1.961
O: -1.486 -3.103 1.010
O: 5.529 -3.441 -1.024
O: -2.895 -3.115 3.027
O: 6.767 -4.617 0.537
O: -7.053 5.247 -2.450
O: 8.734 -3.844 -0.464
N: -4.599 1.626 0.810
N: -2.255 1.419 0.152
N: -5.239 2.755 -1.244
N: -2.782 2.124 -0.956
N: -3.115 0.351 2.563
C: -2.275 1.095 3.576
C: -5.236 6.859 -1.737
C: -2.809 -3.029 1.683
C: -0.882 0.911 0.470
C: -0.645 3.048 5.445
C: -2.353 1.890 -3.581
C: 2.190 -0.685 -0.263
C: 9.157 -6.216 -2.139
C: 4.701 -4.435 -1.629
C: -3.095 2.191 4.483
C: 8.395 -5.033 -2.718
C: -4.247 -2.900 0.871
C: 0.096 2.220 0.721
C: 1.172 -1.968 -0.197
C: 4.639 -5.779 -0.915
C: -4.221 2.206 -0.534
C: 1.102 -2.727 1.255
C: 6.765 -4.029 1.828
C: 5.618 -3.047 1.989
C: -0.389 -2.778 1.937
C: -2.075 3.469 4.757
C: -3.044 0.421 -3.250
C: -6.705 3.979 -3.103
C: -1.980 2.585 -2.132
C: -1.788 4.245 -2.229
C: -6.279 6.386 -2.956
C: -3.257 1.090 1.252
C: 1.678 1.841 0.460
C: 2.105 0.338 1.015
C: -5.225 3.363 -2.613
H: 7.725 -3.541 2.019
H: -0.814 0.091 1.301
H: -4.377 -1.849 0.349
H: 4.665 -3.510 1.712
H: 0.209 3.355 4.669
H: -1.339 1.644 -4.155
H: -5.113 -3.073 1.649
H: -7.035 7.268 -3.167
H: -4.202 7.138 -2.236
H: 0.074 -1.738 -0.577
H: -4.089 0.170 2.921
H: 3.907 -6.428 -1.396
H: -0.513 1.894 5.620
H: -2.477 -0.121 -2.355
H: 9.023 -4.135 -2.778
H: 1.979 -0.099 -1.281
H: 2.356 2.611 1.056
H: -5.595 6.166 -3.878
H: -5.055 2.462 -3.378
H: -3.307 1.701 5.549
H: 8.604 -7.140 -2.334
H: 4.980 -4.554 -2.682
H: 8.089 -5.265 -3.741
H: -2.609 4.788 -1.577
H: -1.873 0.272 4.340
H: 5.601 -6.301 -0.940
H: -4.170 0.501 -2.913
H: 1.454 -0.039 1.912
H: 1.907 2.003 -0.680
H: -0.213 3.095 -0.028
H: 10.146 -6.298 -2.600
H: -0.855 2.223 -1.945
H: 9.275 -6.148 -1.053
H: 3.217 0.457 1.423
H: -1.322 1.615 3.139
H: -6.533 4.238 -4.256
H: -0.466 0.397 -0.525
H: 6.653 -4.840 2.554
H: -0.358 -3.661 2.735
H: -1.902 4.504 -3.376
H: -4.130 2.497 4.031
H: -3.037 -0.314 -4.183
H: -0.661 -1.790 2.526
H: -1.864 3.942 3.689
H: 1.839 -2.275 2.071
H: 1.453 -3.853 1.096
H: 5.757 -2.177 1.337
H: -2.573 4.269 5.468
H: 3.688 -4.016 -1.635
H: -5.129 5.938 -1.001
H: -0.702 4.574 -1.917
H: 1.603 -2.771 -0.969
H: 3.310 -1.061 -0.356
H: -4.489 4.257 -2.778
H: -7.555 3.166 -3.101
H: -4.329 -3.757 0.071
H: -5.719 7.751 -1.153
H: 0.026 2.676 1.796
H: 4.363 -5.652 0.132
H: 5.553 -2.692 3.021
H: -0.396 3.665 6.435
H: -3.008 2.568 -4.284

Mulliken atomic charge list, values in e, 4 entries:
1 Cl 0.00
2 P 1.01
3 O -0.38
4 O -0.35


What is the orbital gap in the first record?
0.3187 hartree